1.
Formula: C5H11NO
Source: OMol25
Level of theory: ωB97M-V/def2-TZVPD

The calculation puts the HOMO-LUMO gap (alpha / beta) at 6.20 / 8.26 eV. The spin multiplicity is 3. The calculation puts the HOMO energy (alpha / beta) at -5.24 / -9.39 eV. Its expectation value of S² is 2.008. The calculation puts the lowest unoccupied orbital energy (alpha / beta) at 0.03545 / -0.04160 Ha.

```
18
C5H11NO, DFT ωB97M-V/def2-TZVPD
C -2.112 -0.343 0.152
H 1.261 -0.259 -2.056
H -0.466 -1.929 0.572
H 2.231 -0.998 0.696
H 0.052 1.217 -1.827
C -1.042 -1.339 -0.156
H -2.878 -0.402 -0.661
N -0.331 1.180 0.468
H 2.483 0.725 1.150
H -0.248 1.161 1.555
O -1.552 1.142 -0.083
H 1.318 -0.309 2.079
C 0.972 0.682 -1.452
H 1.747 1.558 -1.338
C 0.632 0.335 -0.023
H -1.186 -1.904 -1.090
H -2.542 -0.467 1.072
C 1.662 -0.048 0.942
```


2.
Formula: C5H11NO
Source: OMol25
Level of theory: ωB97M-V/def2-TZVPD

The calculation puts the HOMO-LUMO gap (alpha / beta) at 7.47 / 6.50 eV. As for the net charge: +1. The spin multiplicity is 2. The calculation puts the HOMO energy (alpha / beta) at -15.26 / -15.18 eV. Its expectation value of S² is 1.046. The calculation puts the lowest unoccupied orbital energy (alpha / beta) at -0.28620 / -0.31905 Ha.

```
18
C5H11NO, DFT ωB97M-V/def2-TZVPD
H -1.486 1.201 -1.853
C -0.088 -0.441 -1.774
H -0.505 -2.242 -0.663
O 1.726 -0.059 1.379
H 0.617 0.335 -1.536
C 0.524 0.476 1.280
H -1.577 -0.103 0.682
H 1.159 -1.584 -0.282
C -1.309 0.265 -2.304
C -0.559 -0.536 0.631
H -1.284 0.355 -3.480
C 0.007 -1.325 -0.514
H -0.515 -1.262 1.360
H 0.300 1.529 -0.274
N -0.048 1.574 1.880
H 0.463 1.921 2.714
H 0.180 -1.065 -2.676
H -2.274 -0.265 -2.099
```


3.
Formula: C5H11NO
Source: OMol25
Level of theory: ωB97M-V/def2-TZVPD

The calculation puts the HOMO-LUMO gap (alpha / beta) at 11.07 / 7.38 eV. As for the net charge: +1. The spin multiplicity is 2. The calculation puts the HOMO energy (alpha / beta) at -14.78 / -14.80 eV. Its expectation value of S² is 0.755. The calculation puts the lowest unoccupied orbital energy (alpha / beta) at -0.13629 / -0.27293 Ha.

```
18
C5H11NO, DFT ωB97M-V/def2-TZVPD
C 1.270 -1.032 -0.564
H 1.812 -1.859 -0.110
N -0.764 0.297 0.033
H 2.040 -0.265 -0.475
H -0.382 -1.633 0.570
C -0.266 1.633 -0.040
H -1.124 -0.703 -1.783
O 1.932 0.380 1.757
H -2.246 0.584 -1.328
H 0.793 1.707 0.172
H -0.838 2.257 0.665
C 0.189 -0.745 0.537
H 0.871 -1.021 -1.566
H -0.493 2.106 -1.000
C -1.692 -0.272 -0.962
H 0.324 -0.275 2.740
C 0.885 -0.191 1.793
H -2.311 -0.967 -0.437
```


4.
Formula: C5H11NO
Source: OMol25
Level of theory: ωB97M-V/def2-TZVPD

The calculation puts the HOMO-LUMO gap (alpha / beta) at 8.56 / 5.17 eV. As for the net charge: +1. The spin multiplicity is 2. The calculation puts the HOMO energy (alpha / beta) at -12.68 / -12.63 eV. Its expectation value of S² is 0.762. The calculation puts the lowest unoccupied orbital energy (alpha / beta) at -0.15141 / -0.27428 Ha.

```
18
C5H11NO, DFT ωB97M-V/def2-TZVPD
O -2.100 -3.902 0.826
C -0.092 2.323 0.189
C 1.061 1.459 -0.123
H 1.990 -0.943 -1.257
H 1.415 1.744 -1.147
H -2.139 -3.240 1.541
H -0.687 -0.099 -0.378
C 0.467 0.086 -0.243
C -0.296 3.514 0.888
H 1.948 1.513 0.596
N 0.358 -2.143 -0.825
H -1.134 -4.081 0.799
H 0.382 -2.717 -1.707
H -1.259 3.719 1.301
H -1.034 1.997 -0.264
C 1.069 -1.003 -0.752
H 0.503 4.287 0.807
H -0.450 -2.513 -0.251
```


5.
Formula: C5H11NO2
Source: OMol25
Level of theory: ωB97M-V/def2-TZVPD

The calculation puts the HOMO-LUMO gap at 5.81 eV. As for the net charge: -2. The calculation puts the HOMO energy at 0.97 eV. The SMILES is CN[C@H](C[O-])CC[O-]. The calculation puts the lowest unoccupied orbital energy at 0.24917 Ha.

```
19
C5H11NO2, DFT ωB97M-V/def2-TZVPD
H -0.599 0.694 -1.759
C 1.706 0.152 1.304
H 2.715 -0.242 1.422
C -0.228 -0.604 -0.024
C -1.518 1.807 0.146
H 0.436 1.442 -0.649
H -2.466 1.175 0.119
H -1.050 -0.743 0.716
C -0.364 0.792 -0.704
H 1.547 1.072 0.678
H 1.248 0.449 2.287
H -1.240 1.737 1.253
C -0.152 -1.830 -1.225
H -1.083 -2.490 -0.989
O 0.931 -2.525 -1.185
H -0.341 -1.257 -2.138
H 1.472 -1.655 0.345
O -1.892 2.951 -0.373
N 0.877 -0.925 0.776
```


6.
Formula: C5H11NO2
Source: OMol25
Level of theory: ωB97M-V/def2-TZVPD

The calculation puts the HOMO-LUMO gap at 7.55 eV. The calculation puts the HOMO energy at -6.83 eV. The calculation puts the lowest unoccupied orbital energy at 0.02645 Ha.

```
19
C5H11NO2, DFT ωB97M-V/def2-TZVPD
C 1.807 0.141 -1.013
H 0.711 -1.105 -2.755
H 2.053 1.006 -0.400
H -2.411 1.502 -0.724
H -2.748 1.261 0.996
H 1.433 -2.255 2.601
O 0.494 -2.044 2.525
C 0.300 0.098 -1.273
H -0.311 -0.837 -0.231
H -0.038 1.110 -1.502
C -1.030 0.228 0.333
C -1.952 1.405 0.259
H 2.369 0.243 -1.945
H -1.181 -0.250 2.423
O -0.073 -0.731 -2.341
N 0.445 -1.119 1.445
H -1.453 2.346 0.503
C -0.514 -0.246 1.562
H 2.096 -0.753 -0.461
```


Electronic energy
In order: -326.8287 -326.5299 -326.7551 -326.6984 -402.1469 -402.0779
Unit: hartree
Energy relative to the best compared isomer or geometry (same formula, charge and spin)
In order: 162.8 772.5 181.0 330.0 218.8 788.3
Unit: kJ/mol